Record 1
C18H16CrN2O2S2 as an isolated structure in a non-equilibrium geometry, computed with the ωB97M-V functional and the def2-TZVPD basis.

The charge is -2. As for the HOMO energy (spin up / spin down): 0.59 / 0.08 eV. The calculation puts the orbital gap (spin up / spin down) at 0.1537 / 0.1726 hartree. Its spin multiplicity is 5.

CARTESIAN COORDINATES (ANGSTROEM)
Cr  -0.3424  -0.0269  -1.1031
C  1.0914  0.1127  -5.0889
C  1.0464  0.0315  -3.6072
O  -0.1001  0.0731  -2.9833
C  2.3092  -0.1116  -3.0582
C  2.6134  -0.0484  -1.7245
C  3.9845  0.0459  -1.2114
N  1.6118  -0.1096  -0.7794
N  2.0775  -0.1253  0.4720
C  1.0975  -0.0522  1.3458
O  -0.1456  -0.0100  1.0089
C  1.4898  0.0191  2.7881
C  0.5784  -0.1992  3.8200
C  0.9888  -0.3092  5.1439
C  2.3309  -0.0703  5.4947
C  3.2263  0.1642  4.4759
C  2.8550  0.1362  3.1293
H  0.1181  0.4336  -5.5079
H  1.4051  -0.8504  -5.5546
H  1.8968  0.7894  -5.3812
H  3.1497  -0.1274  -3.7558
H  4.6498  0.4946  -1.9809
H  4.3722  -0.9382  -0.9351
H  4.0606  0.6521  -0.2778
H  -0.4758  -0.2898  3.6046
H  0.2115  -0.4070  5.9271
H  2.6337  -0.0298  6.5393
H  4.2521  0.3914  4.7654
H  3.5876  0.3420  2.3833
S  -2.1931  -1.6335  -1.2902
C  -3.6193  -0.7168  -0.9738
C  -4.8923  -1.3484  -1.0062
C  -6.0307  -0.6618  -0.6054
C  -5.9096  0.6464  -0.1311
C  -4.7228  1.3192  -0.2413
C  -3.5411  0.7278  -0.6959
S  -2.1894  1.6759  -1.0969
H  -5.0210  -2.3830  -1.3829
H  -7.0221  -1.1361  -0.7253
H  -6.7794  1.1662  0.2295
H  -4.6533  2.3633  -0.0293

Record 2
One molecule with the formula C18H16F2N6O in a non-equilibrium geometry, computed with the ωB97M-V functional and the def2-TZVPD basis.

As for the SMILES: Cc1cc2c(cc(NC(N)=O)c3nnc(C)n32)n1Cc1ccc(F)cc1F. As for the HOMO energy: -7.82 eV. The calculation puts the orbital gap at 0.2943 hartree.

CARTESIAN COORDINATES (ANGSTROEM)
C  3.0003  0.0558  -2.8130
C  2.3326  0.2012  -1.4297
C  3.1162  0.0556  -0.2775
C  2.1597  -0.0031  0.8136
C  0.8222  0.0761  0.2987
C  -0.3259  0.2897  1.2917
C  -0.1486  0.0202  2.6676
N  -1.2042  0.2646  3.5329
C  -1.7290  -0.5914  4.4086
N  -1.0207  -1.5757  5.0119
O  -2.7195  -0.1442  4.9501
C  1.2409  -0.2578  3.1300
N  1.8386  -0.2739  4.3656
N  3.1552  -0.5142  4.1947
C  3.4256  -0.4810  2.8716
C  4.8807  -0.7441  2.5430
N  2.2901  -0.1919  2.1733
N  0.9346  0.2839  -1.0940
C  -0.1371  0.3030  -2.1374
C  -1.0693  1.4760  -1.9041
C  -0.6767  2.8420  -1.9552
C  -1.5917  3.8907  -1.5699
C  -2.9327  3.6527  -1.6142
F  -3.9535  4.5405  -1.5025
C  -3.3360  2.2924  -1.6821
C  -2.4101  1.3343  -1.7446
F  -2.8932  0.0299  -1.7776
H  2.3861  -0.4961  -3.5601
H  3.9119  -0.5399  -2.6583
H  3.1268  1.0895  -3.3263
H  4.1215  -0.0236  -0.0575
H  -1.2648  0.7692  1.0431
H  -1.6792  1.0983  3.3658
H  0.0020  -1.6062  4.8698
H  -1.3304  -1.7808  5.9519
H  5.4474  -1.1948  3.4194
H  5.0986  -1.3897  1.6161
H  5.4030  0.1854  2.2473
H  -0.5998  -0.6623  -2.3218
H  0.3598  0.4749  -3.0253
H  0.3402  3.0590  -2.3170
H  -1.2524  4.9405  -1.4860
H  -4.3645  2.0000  -1.7577

Record 3
C18H16F3N3NiO6S as an isolated structure, computed with the ωB97M-V functional and the def2-TZVPD basis.

As for the HOMO energy (spin up / spin down): -9.26 / -9.20 eV. The calculation puts the orbital gap (spin up / spin down) at 0.3170 / 0.3117 hartree. Its spin multiplicity is 3.

CARTESIAN COORDINATES (ANGSTROEM)
Ni  0.1981  -0.0095  -0.0701
C  2.1326  1.6477  0.2249
C  0.9764  2.3184  0.6193
C  0.2086  1.8155  1.6746
C  0.6135  0.6633  2.3465
C  1.7866  0.0082  1.9651
C  2.5334  0.4877  0.8932
H  2.7219  2.0219  -0.6009
H  0.6800  3.2349  0.1312
H  -0.6762  2.3489  1.9924
H  0.0365  0.2949  3.1831
H  2.1073  -0.8825  2.4854
H  3.4166  -0.0450  0.5732
S  1.0250  -0.3307  -2.2380
C  0.1315  -1.7173  -2.6442
N  -1.1692  -1.8929  -2.4736
C  -1.6273  -3.1784  -2.9918
C  -0.3170  -3.8452  -3.4556
N  0.6560  -2.7634  -3.2925
H  -1.7148  -1.2987  -1.8542
H  -2.3169  -3.0218  -3.8219
H  -2.1330  -3.7480  -2.2142
H  -0.3564  -4.1630  -4.4964
H  -0.0492  -4.7019  -2.8337
H  1.6479  -2.9174  -3.3094
F  -1.5885  2.3283  -2.4616
C  -2.3926  2.2821  -1.3813
F  -3.4726  3.0091  -1.6442
F  -1.7279  2.8981  -0.3729
C  -2.7223  0.7963  -1.0337
O  -3.8373  0.3880  -1.2650
O  -1.7269  0.1425  -0.5732
O  2.0964  -2.5586  0.1680
C  0.9069  -2.7879  0.3812
O  -0.0334  -1.9229  0.4894
C  0.4545  -4.2313  0.5227
C  -0.8948  -4.5452  0.6465
C  -1.3012  -5.8686  0.6474
C  -0.3436  -6.8646  0.5322
C  1.0104  -6.5704  0.4575
C  1.4044  -5.2447  0.4481
N  -0.7717  -8.2658  0.4808
O  -1.9673  -8.4929  0.4863
O  0.0924  -9.1217  0.4372
H  -1.6117  -3.7408  0.7398
H  -2.3429  -6.1413  0.7318
H  1.7268  -7.3763  0.4003
H  2.4472  -4.9677  0.3765

Record 4
A 2-piece molecular cluster, C18H16F3N3O3S2 overall in a non-equilibrium geometry, computed with the ωB97M-V functional and the def2-TZVPD basis.

As for the HOMO energy: -7.25 eV. The calculation puts the orbital gap at 0.2179 hartree. The relative energy (zero: lowest compared OMol25 entry of this formula, charge and spin) comes out at 19.2 kcal/mol.

CARTESIAN COORDINATES (ANGSTROEM)
C  -1.9256  3.5018  1.8231
N  -2.5804  2.5915  0.8984
C  -2.0128  1.4293  0.4901
C  -0.8038  0.7538  1.0454
N  -2.6558  0.9536  -0.5876
C  -2.1607  -0.1585  -1.3818
C  -3.5284  1.9581  -1.0509
C  -3.4632  2.9958  -0.1224
C  -4.0918  4.2156  -0.3499
C  -4.9778  4.2827  -1.4432
C  -5.0493  3.2219  -2.3781
C  -4.2467  2.0671  -2.2396
H  -2.3508  4.5005  1.7483
H  -2.0688  3.0936  2.8225
H  -0.8383  3.5953  1.6712
H  -0.6110  -0.2699  0.6593
H  -0.7444  0.8780  2.1266
H  -2.6826  -0.1536  -2.3405
H  -1.0745  -0.1044  -1.5777
H  -2.3639  -1.0914  -0.8391
H  -3.8898  5.0402  0.3308
H  -5.6141  5.1642  -1.5908
H  -5.7309  3.3053  -3.2319
H  -4.1642  1.2627  -2.9821
F  1.8765  2.8999  1.8529
C  1.6554  1.7832  1.0883
F  2.6281  1.6492  0.1687
F  1.6903  0.7110  1.9115
S  0.0829  2.0262  0.1516
N  2.6244  -1.6599  0.3389
C  3.5394  -1.9025  -0.6509
O  3.9226  -1.1157  -1.5208
C  4.0099  -3.3149  -0.4455
C  3.2496  -3.9505  0.5152
C  3.6150  -5.1806  1.0363
C  4.8099  -5.7687  0.5916
C  5.6042  -5.1265  -0.3797
C  5.2043  -3.8887  -0.9061
S  1.9437  -2.8895  1.1268
O  2.0295  -2.7601  2.5587
O  0.6638  -3.3102  0.5917
H  2.9773  -5.6174  1.7944
H  5.1473  -6.7117  1.0190
H  6.5495  -5.5726  -0.7071
H  5.8058  -3.3330  -1.6358

Record 5
An isolated ion of composition C18H16IN2O and charge +1 in a non-equilibrium geometry, computed with the ωB97M-V functional and the def2-TZVPD basis.

As for the SMILES: O=C(CCc1c[n+](I)cc2ccccc12)Nc1ccccc1. The charge is +1. As for the HOMO energy: -10.82 eV. The calculation puts the orbital gap at 0.2232 hartree.

CARTESIAN COORDINATES (ANGSTROEM)
O  2.3023  1.2969  -1.2221
C  1.3679  1.0784  -1.9579
C  1.0917  -0.3108  -2.5650
C  1.6040  -1.4084  -1.5979
C  0.5832  -1.8583  -0.5569
C  -0.5907  -2.4331  -0.9648
N  -1.5038  -2.8795  -0.0500
I  -3.2291  -3.7810  -0.7366
C  -1.3137  -2.7842  1.2536
C  -0.1561  -2.1748  1.7654
C  0.0857  -2.0504  3.1667
C  1.2180  -1.4754  3.6617
C  2.2035  -0.9507  2.7590
C  1.9845  -1.0726  1.4099
C  0.8369  -1.6861  0.8526
N  0.4465  2.1205  -2.3451
C  -0.5026  2.4568  -1.3329
C  -1.3540  3.5369  -1.6128
C  -2.3121  3.9642  -0.7023
C  -2.4105  3.2836  0.5148
C  -1.5786  2.2115  0.8056
C  -0.6169  1.7714  -0.1164
H  1.7245  -0.3711  -3.4710
H  0.0456  -0.4465  -2.8695
H  2.5448  -1.1251  -1.1114
H  1.8418  -2.2966  -2.2151
H  -0.7619  -2.5178  -2.0391
H  -2.0602  -3.1810  1.9462
H  -0.6631  -2.4154  3.8769
H  1.3962  -1.3964  4.7356
H  3.1285  -0.4728  3.0855
H  2.7459  -0.6581  0.7420
H  0.9382  2.9353  -2.6989
H  -1.2378  4.0653  -2.5631
H  -2.9371  4.8192  -0.9632
H  -3.1657  3.5961  1.2391
H  -1.7122  1.6958  1.7604
H  0.0164  0.9143  0.1172

> What is the formula in the third record?

C18H16F3N3NiO6S

What did the second record say?
One molecule with the formula C18H16F2N6O in a non-equilibrium geometry, computed with the ωB97M-V functional and the def2-TZVPD basis.

As for the SMILES: Cc1cc2c(cc(NC(N)=O)c3nnc(C)n32)n1Cc1ccc(F)cc1F. As for the HOMO energy: -7.82 eV. The calculation puts the orbital gap at 0.2943 hartree.

CARTESIAN COORDINATES (ANGSTROEM)
C  3.0003  0.0558  -2.8130
C  2.3326  0.2012  -1.4297
C  3.1162  0.0556  -0.2775
C  2.1597  -0.0031  0.8136
C  0.8222  0.0761  0.2987
C  -0.3259  0.2897  1.2917
C  -0.1486  0.0202  2.6676
N  -1.2042  0.2646  3.5329
C  -1.7290  -0.5914  4.4086
N  -1.0207  -1.5757  5.0119
O  -2.7195  -0.1442  4.9501
C  1.2409  -0.2578  3.1300
N  1.8386  -0.2739  4.3656
N  3.1552  -0.5142  4.1947
C  3.4256  -0.4810  2.8716
C  4.8807  -0.7441  2.5430
N  2.2901  -0.1919  2.1733
N  0.9346  0.2839  -1.0940
C  -0.1371  0.3030  -2.1374
C  -1.0693  1.4760  -1.9041
C  -0.6767  2.8420  -1.9552
C  -1.5917  3.8907  -1.5699
C  -2.9327  3.6527  -1.6142
F  -3.9535  4.5405  -1.5025
C  -3.3360  2.2924  -1.6821
C  -2.4101  1.3343  -1.7446
F  -2.8932  0.0299  -1.7776
H  2.3861  -0.4961  -3.5601
H  3.9119  -0.5399  -2.6583
H  3.1268  1.0895  -3.3263
H  4.1215  -0.0236  -0.0575
H  -1.2648  0.7692  1.0431
H  -1.6792  1.0983  3.3658
H  0.0020  -1.6062  4.8698
H  -1.3304  -1.7808  5.9519
H  5.4474  -1.1948  3.4194
H  5.0986  -1.3897  1.6161
H  5.4030  0.1854  2.2473
H  -0.5998  -0.6623  -2.3218
H  0.3598  0.4749  -3.0253
H  0.3402  3.0590  -2.3170
H  -1.2524  4.9405  -1.4860
H  -4.3645  2.0000  -1.7577

What did the fifth record say?
An isolated ion of composition C18H16IN2O and charge +1 in a non-equilibrium geometry, computed with the ωB97M-V functional and the def2-TZVPD basis.

As for the SMILES: O=C(CCc1c[n+](I)cc2ccccc12)Nc1ccccc1. The charge is +1. As for the HOMO energy: -10.82 eV. The calculation puts the orbital gap at 0.2232 hartree.

CARTESIAN COORDINATES (ANGSTROEM)
O  2.3023  1.2969  -1.2221
C  1.3679  1.0784  -1.9579
C  1.0917  -0.3108  -2.5650
C  1.6040  -1.4084  -1.5979
C  0.5832  -1.8583  -0.5569
C  -0.5907  -2.4331  -0.9648
N  -1.5038  -2.8795  -0.0500
I  -3.2291  -3.7810  -0.7366
C  -1.3137  -2.7842  1.2536
C  -0.1561  -2.1748  1.7654
C  0.0857  -2.0504  3.1667
C  1.2180  -1.4754  3.6617
C  2.2035  -0.9507  2.7590
C  1.9845  -1.0726  1.4099
C  0.8369  -1.6861  0.8526
N  0.4465  2.1205  -2.3451
C  -0.5026  2.4568  -1.3329
C  -1.3540  3.5369  -1.6128
C  -2.3121  3.9642  -0.7023
C  -2.4105  3.2836  0.5148
C  -1.5786  2.2115  0.8056
C  -0.6169  1.7714  -0.1164
H  1.7245  -0.3711  -3.4710
H  0.0456  -0.4465  -2.8695
H  2.5448  -1.1251  -1.1114
H  1.8418  -2.2966  -2.2151
H  -0.7619  -2.5178  -2.0391
H  -2.0602  -3.1810  1.9462
H  -0.6631  -2.4154  3.8769
H  1.3962  -1.3964  4.7356
H  3.1285  -0.4728  3.0855
H  2.7459  -0.6581  0.7420
H  0.9382  2.9353  -2.6989
H  -1.2378  4.0653  -2.5631
H  -2.9371  4.8192  -0.9632
H  -3.1657  3.5961  1.2391
H  -1.7122  1.6958  1.7604
H  0.0164  0.9143  0.1172